(i)
Molecular formula: H6N2
Method: DFT, the ωB97M-V functional and the def2-TZVPD basis

structure (SMILES) = N.N
orbital gap = 10.72 eV

Geometry (Å):
N  -1.71  0.80  -0.81
H  -1.96  -0.23  -0.88
H  -1.11  1.06  -1.64
H  -1.32  1.01  0.11
N  1.28  -0.76  1.01
H  1.04  -0.91  0.06
H  1.61  0.31  0.93
H  2.18  -1.27  1.21

(ii)
Molecular formula: H6N2
Method: DFT, the ωB97M-V functional and the def2-TZVPD basis

structure (SMILES) = N.N
orbital gap = 11.21 eV

Geometry (Å):
N  -5.50  -12.89  -2.50
H  -5.38  -13.61  -3.22
H  -4.58  -12.48  -2.33
H  -6.08  -12.15  -2.91
N  -0.12  -10.08  0.09
H  -0.13  -10.85  0.77
H  0.72  -9.53  0.28
H  -0.02  -10.49  -0.84

Result of the stability comparison: (ii) is the most stable of them.

(i)
Molecular formula: C2H7NO5
Method: DFT, the ωB97M-V functional and the def2-TZVPD basis

orbital gap = 5.34 eV

Geometry (Å):
O  1.82  -0.01  0.84
C  1.34  0.72  -0.19
N  0.60  -0.08  -1.07
C  -0.57  0.71  -1.89
O  -0.19  1.80  -2.24
O  -1.66  0.13  -1.94
H  2.11  1.30  -0.84
H  0.37  -0.99  -0.68
H  0.53  1.53  0.26
H  0.81  -0.42  1.77
H  1.12  -0.99  3.15
O  0.35  -0.92  2.57
H  -1.97  -0.60  -0.62
H  -2.73  -1.37  0.54
O  -1.94  -0.82  0.35

(ii)
Molecular formula: C2H7NO5
Method: DFT, the ωB97M-V functional and the def2-TZVPD basis

structure (SMILES) = O=CNC(=O)O.O.O
orbital gap = 10.88 eV

Geometry (Å):
O  -0.59  -1.69  -1.12
C  -0.30  -0.98  -2.01
N  0.71  0.02  -1.72
C  1.56  0.27  -0.60
O  2.25  1.23  -0.61
O  1.79  -0.57  0.38
H  -0.49  -1.19  -3.08
H  0.90  0.45  -2.63
H  1.02  -1.16  0.67
O  -1.66  1.92  2.13
H  -0.72  1.92  2.24
H  -1.78  2.49  1.40
O  -2.66  -0.59  2.36
H  -2.10  -1.09  1.67
H  -2.46  0.36  2.27

Result of the stability comparison: (ii) is the most stable of them.

(i)
Molecular formula: C10H16N2
Method: DFT, the ωB97M-V functional and the def2-TZVPD basis

structure (SMILES) = CN1CC[C@H](C2=CN=CCC2)C1
orbital gap = 8.83 eV

Geometry (Å):
C  3.62  -1.10  0.20
N  2.54  -0.36  -0.34
C  2.43  1.00  0.22
C  0.88  1.40  0.01
C  0.29  0.11  -0.63
C  -1.18  -0.12  -0.33
C  -1.70  -1.38  -0.26
N  -2.99  -1.66  0.02
C  -3.84  -0.68  0.21
C  -3.45  0.78  0.35
C  -2.10  1.08  -0.40
C  1.28  -1.01  -0.08
H  4.62  -0.68  0.04
H  3.59  -1.23  1.29
H  3.67  -2.10  -0.29
H  3.26  1.60  -0.19
H  2.62  1.01  1.31
H  0.38  1.44  0.99
H  0.71  2.31  -0.57
H  0.40  0.22  -1.76
H  -1.06  -2.30  -0.34
H  -4.87  -0.97  0.36
H  -3.31  0.99  1.45
H  -4.23  1.37  -0.16
H  -1.62  1.97  -0.01
H  -2.22  1.38  -1.47
H  1.07  -1.15  1.00
H  1.21  -1.93  -0.61

(ii)
Molecular formula: C10H16N2
Method: DFT, the ωB97M-V functional and the def2-TZVPD basis

structure (SMILES) = C[C@@H](CN(C)N)c1ccccc1
orbital gap = 9.62 eV

Geometry (Å):
C  1.87  -1.55  -0.47
C  1.21  -0.22  -0.70
C  0.15  -0.16  -1.82
N  -1.09  -0.87  -1.52
C  -2.24  -0.37  -2.21
N  -1.05  -2.27  -1.75
C  0.71  0.43  0.60
C  1.44  1.47  1.14
C  0.99  2.20  2.24
C  -0.21  1.80  2.80
C  -0.97  0.72  2.26
C  -0.46  0.00  1.22
H  2.69  -1.46  0.24
H  2.24  -1.88  -1.49
H  1.13  -2.23  -0.01
H  1.99  0.45  -1.09
H  -0.24  0.82  -1.97
H  0.62  -0.52  -2.80
H  -2.31  0.74  -2.02
H  -2.20  -0.52  -3.31
H  -3.19  -0.79  -1.85
H  -0.66  -2.44  -2.63
H  -0.55  -2.77  -1.03
H  2.34  1.73  0.60
H  1.57  2.95  2.72
H  -0.57  2.45  3.60
H  -1.87  0.36  2.70
H  -0.97  -0.87  0.77

Result of the stability comparison: (ii) is the most stable of them.

(i)
Molecular formula: C4H13N3O
Method: DFT, the ωB97M-V functional and the def2-TZVPD basis

orbital gap (alpha / beta) = 7.70 / 7.09 eV

Geometry (Å):
C  0.00  -1.75  -0.46
C  1.25  -0.26  -1.92
N  0.48  -0.40  -0.71
C  0.96  0.51  0.56
O  1.75  1.44  0.24
H  1.29  -0.23  1.34
H  1.74  0.71  -1.90
H  -0.52  -1.78  0.49
H  0.83  -2.47  -0.44
H  -0.69  -2.05  -1.25
H  0.59  -0.33  -2.79
H  2.01  -1.05  -2.02
C  -1.03  0.54  2.26
N  -0.39  1.01  1.04
N  -1.40  0.54  -1.06
H  -0.32  2.02  0.94
H  -2.06  1.06  -0.48
H  -0.88  1.27  -1.56
H  -0.45  0.79  3.15
H  -1.14  -0.55  2.23
H  -2.02  0.98  2.34

(ii)
Molecular formula: C4H13N3O
Method: DFT, the ωB97M-V functional and the def2-TZVPD basis

structure (SMILES) = CN=C(N)N.CCO
orbital gap = 9.33 eV

Geometry (Å):
C  -0.14  2.36  1.58
N  0.55  1.21  1.05
C  0.69  1.09  -0.23
N  1.80  0.34  -0.68
N  0.14  1.91  -1.21
H  -1.21  2.35  1.34
H  0.00  2.37  2.67
H  0.27  3.32  1.23
H  2.36  0.02  0.10
H  2.27  0.72  -1.49
H  -0.64  2.46  -0.89
H  -0.09  1.39  -2.05
C  -0.37  -2.96  0.21
C  -1.24  -1.76  -0.11
O  -0.61  -0.79  -1.19
H  0.45  -2.67  0.86
H  0.07  -3.36  -0.70
H  -0.98  -3.75  0.64
H  -1.55  -1.22  0.78
H  -2.12  -2.06  -0.68
H  0.35  -0.97  -1.21

Result of the stability comparison: (ii) is the most stable of them.

(i)
Molecular formula: C4H13N3O
Method: DFT, the ωB97M-V functional and the def2-TZVPD basis

structure (SMILES) = CC(C)=N.NCNO
orbital gap = 9.43 eV

Geometry (Å):
C  1.22  -1.71  0.23
C  1.20  -0.21  0.34
C  1.57  0.35  1.69
N  1.29  0.47  -0.76
H  0.46  -2.15  0.88
H  2.19  -2.09  0.54
H  1.04  -2.02  -0.80
H  1.02  -0.16  2.48
H  2.64  0.19  1.87
H  1.37  1.42  1.73
H  1.50  1.45  -0.61
N  -2.11  -1.09  -0.67
C  -1.71  0.23  -0.24
N  -1.23  1.04  -1.31
O  -1.15  2.41  -0.85
H  -2.86  -1.01  -1.35
H  -1.34  -1.55  -1.12
H  -0.81  0.05  0.47
H  -2.53  0.72  0.29
H  -0.05  0.77  -1.36
H  -1.72  2.89  -1.46

(ii)
Molecular formula: C4H13N3O
Method: DFT, the ωB97M-V functional and the def2-TZVPD basis

orbital gap = 9.62 eV

Geometry (Å):
C  -1.02  -1.11  -0.70
C  0.10  -0.29  0.09
C  1.64  -0.60  -0.19
C  -0.27  1.27  -0.10
H  -2.92  -1.64  -0.10
H  -2.18  -0.02  0.51
H  -0.83  -2.26  -1.13
H  -1.29  -0.31  -1.47
H  -0.79  -1.43  1.29
H  1.66  -1.63  0.44
H  1.75  -0.93  -1.45
H  3.67  0.19  -0.54
H  3.61  -0.29  1.05
H  -0.01  1.76  -1.18
H  0.59  1.70  0.26
H  -1.42  2.31  1.37
H  -1.75  2.80  -0.41
N  -2.01  -1.09  0.29
N  2.83  0.56  0.17
N  -1.54  1.88  0.36
O  0.16  -0.85  1.43

(iii)
Molecular formula: C4H13N3O
Method: DFT, the ωB97M-V functional and the def2-TZVPD basis

orbital gap = 4.14 eV

Geometry (Å):
C  1.81  -1.07  -0.28
C  0.34  -1.10  0.25
C  -0.06  0.30  0.69
N  -3.02  0.46  -0.58
C  -2.33  -0.45  0.24
N  -1.43  0.24  1.11
N  1.95  -0.09  -1.25
H  2.01  -2.10  -0.63
H  2.48  -0.97  0.56
H  -0.34  -1.31  -0.58
H  0.19  -1.80  1.07
H  0.10  0.98  -0.17
H  0.52  0.69  1.52
H  -2.56  0.39  -1.49
H  -3.92  0.02  -0.74
H  -3.09  -0.84  0.94
H  2.50  1.19  -0.30
H  1.55  -0.34  -2.15
H  -1.78  1.17  1.33
H  2.50  2.74  0.02
O  2.57  1.87  0.42

(iv)
Molecular formula: C4H13N3O
Method: DFT, the ωB97M-V functional and the def2-TZVPD basis

structure (SMILES) = N/C=N\CCCN.O
orbital gap = 9.49 eV

Geometry (Å):
N  0.32  2.46  -0.38
C  1.19  1.89  -1.30
N  1.73  0.75  -1.12
C  1.20  -0.10  -0.06
C  0.18  -1.01  -0.78
C  -0.87  -1.67  0.09
N  -0.75  -3.16  0.14
H  0.08  3.44  -0.50
H  0.53  2.30  0.60
H  1.29  2.38  -2.26
H  2.03  -0.78  0.20
H  0.66  0.23  0.83
H  0.58  -1.76  -1.46
H  -0.46  -0.36  -1.40
H  -1.89  -1.58  -0.29
H  -1.07  -1.17  1.06
H  -0.78  -3.59  1.06
H  0.07  -3.49  -0.35
O  -1.17  1.97  2.21
H  -1.41  1.03  2.37
H  -1.48  2.22  1.34

Result of the stability comparison: (iv) is the most stable of them.

(i)
Molecular formula: C4H13N3O
Method: DFT, the ωB97M-V functional and the def2-TZVPD basis

structure (SMILES) = [H]/N=C\ON.CN(C)C
orbital gap = 8.99 eV

Geometry (Å):
H  -0.98  1.75  -0.91
N  -0.02  1.80  -1.27
C  0.73  1.12  -0.48
O  0.54  1.50  1.20
N  -0.55  2.36  1.44
H  1.82  1.19  -0.54
H  -0.39  2.72  2.38
H  -0.44  3.16  0.80
C  -1.07  -0.65  0.97
N  0.10  -0.84  -0.31
C  1.40  -1.40  0.06
C  -0.47  -1.43  -1.52
H  -0.64  -0.52  1.96
H  -1.69  -1.53  0.78
H  -1.69  0.18  0.63
H  1.38  -2.49  0.12
H  1.72  -0.95  1.00
H  2.10  -1.18  -0.75
H  -1.52  -1.17  -1.66
H  -0.41  -2.52  -1.49
H  0.06  -1.10  -2.41

(ii)
Molecular formula: C4H13N3O
Method: DFT, the ωB97M-V functional and the def2-TZVPD basis

structure (SMILES) = NCN[C@@H](CN)CO
orbital gap = 9.73 eV

Geometry (Å):
N  -3.03  -0.03  -1.21
C  -1.68  0.41  -1.25
N  -0.86  -0.11  -0.15
C  0.57  0.18  -0.25
C  1.07  0.96  0.95
N  0.87  0.22  2.22
C  1.31  -1.13  -0.46
O  2.73  -0.98  -0.47
H  -3.08  -1.04  -1.32
H  -3.49  0.31  -0.39
H  -1.63  1.50  -1.30
H  -1.26  0.08  -2.21
H  -1.26  0.24  0.70
H  0.79  0.81  -1.13
H  0.66  1.94  1.09
H  2.14  1.07  0.85
H  0.27  0.67  2.88
H  0.71  -0.77  2.11
H  1.02  -1.89  0.28
H  1.09  -1.65  -1.38
H  3.04  -0.78  0.43

Result of the stability comparison: (ii) is the most stable of them.

(i)
Molecular formula: C40H50N10
Method: DFT, the ωB97M-V functional and the def2-TZVPD basis

structure (SMILES) = c1cc[nH]c1.c1cc[nH]c1.c1cc[nH]c1.c1cc[nH]c1.c1cc[nH]c1.c1cc[nH]c1.c1cc[nH]c1.c1cc[nH]c1.c1cc[nH]c1.c1cc[nH]c1
orbital gap = 7.63 eV

Geometry (Å):
C  3.84  0.51  3.79
C  4.24  0.45  5.29
C  3.09  -0.32  6.05
N  2.08  -0.51  5.17
C  2.51  -0.17  3.82
H  4.50  0.88  3.08
H  5.03  0.63  6.08
H  3.07  -0.70  7.07
H  1.16  -0.98  5.37
H  1.98  -0.25  3.00
C  1.38  0.66  -0.57
C  1.48  0.76  0.96
C  0.11  0.26  1.47
N  -0.60  -0.35  0.42
C  -0.01  -0.06  -0.69
H  2.00  0.85  -1.30
H  2.20  1.10  1.64
H  -0.15  0.16  2.41
H  -1.56  -0.75  0.71
H  -0.42  -0.38  -1.63
C  0.27  -3.20  3.05
C  1.68  -3.56  2.67
C  1.79  -5.06  2.38
N  0.58  -5.53  2.79
C  -0.38  -4.60  3.12
H  -0.26  -2.28  3.16
H  2.46  -2.79  2.57
H  2.64  -5.69  2.11
H  0.50  -6.51  2.90
H  -1.39  -4.90  3.30
C  -0.90  3.17  3.07
C  -0.06  3.02  4.27
C  -0.47  4.18  5.09
N  -1.52  4.80  4.50
C  -1.89  4.25  3.27
H  -0.86  2.55  2.11
H  0.82  2.27  4.30
H  -0.15  4.27  6.20
H  -1.97  5.73  4.89
H  -2.73  4.69  2.73
C  -4.16  -1.16  1.41
C  -4.47  -0.84  -0.07
C  -3.49  -1.71  -0.84
N  -2.85  -2.54  0.07
C  -3.17  -2.39  1.38
H  -4.39  -0.69  2.22
H  -5.25  -0.01  -0.34
H  -3.28  -1.71  -1.95
H  -2.22  -3.33  -0.47
H  -2.81  -2.79  2.27
C  -0.48  -3.48  -2.04
C  -1.51  -4.58  -2.11
C  -1.32  -5.34  -0.72
N  -0.32  -4.58  -0.04
C  0.17  -3.42  -0.63
H  -0.28  -2.87  -2.82
H  -2.20  -4.79  -3.04
H  -1.72  -6.30  -0.40
H  0.14  -4.88  0.89
H  0.91  -2.63  -0.30
C  -3.66  3.75  -1.30
C  -2.86  4.18  -2.48
C  -1.49  3.42  -2.45
N  -1.53  2.64  -1.23
C  -2.88  2.78  -0.62
H  -4.76  4.18  -0.96
H  -3.11  5.01  -3.21
H  -0.71  3.46  -2.95
H  -0.60  1.97  -0.89
H  -3.08  2.35  0.22
C  5.19  2.89  0.44
C  4.78  3.18  -0.97
C  4.71  1.81  -1.63
N  5.04  0.88  -0.65
C  5.35  1.43  0.55
H  5.24  3.67  1.17
H  4.49  4.17  -1.35
H  4.35  1.55  -2.57
H  4.86  -0.20  -0.97
H  5.46  0.73  1.27
C  -3.02  -2.10  -4.60
C  -2.23  -0.82  -4.36
C  -3.29  0.23  -4.26
N  -4.59  -0.38  -4.28
C  -4.53  -1.70  -4.52
H  -2.51  -2.81  -5.07
H  -1.08  -0.56  -4.44
H  -3.17  1.21  -4.07
H  -5.40  0.20  -4.27
H  -5.26  -2.34  -4.68
C  2.13  2.53  -3.73
C  0.96  1.54  -3.84
C  1.21  1.06  -5.35
N  2.30  1.72  -5.85
C  2.86  2.67  -5.02
H  2.36  3.14  -2.83
H  0.30  1.00  -3.14
H  0.56  0.40  -5.81
H  2.65  1.40  -6.97
H  3.58  3.19  -5.40

(ii)
Molecular formula: C40H50N10
Method: DFT, the ωB97M-V functional and the def2-TZVPD basis

structure (SMILES) = c1cc[nH]c1.c1cc[nH]c1.c1cc[nH]c1.c1cc[nH]c1.c1cc[nH]c1.c1cc[nH]c1.c1cc[nH]c1.c1cc[nH]c1.c1cc[nH]c1.c1cc[nH]c1
orbital gap = 7.57 eV

Geometry (Å):
C  -36.99  -25.82  34.55
C  -38.37  -25.83  34.21
C  -39.21  -26.39  35.44
N  -38.28  -26.84  36.28
C  -36.94  -26.61  35.90
H  -36.13  -25.56  33.99
H  -38.99  -25.45  33.46
H  -40.31  -26.34  35.44
H  -38.47  -27.34  37.12
H  -36.27  -27.09  36.47
C  -42.65  -25.01  28.94
C  -43.89  -24.13  28.90
C  -43.66  -23.10  30.04
N  -42.45  -23.26  30.60
C  -41.75  -24.37  30.09
H  -42.35  -25.87  28.34
H  -44.86  -24.15  28.62
H  -44.26  -22.23  30.32
H  -42.01  -22.75  31.45
H  -40.85  -24.72  30.57
C  -36.80  -23.86  29.82
C  -36.94  -23.97  31.31
C  -36.35  -22.80  31.85
N  -35.66  -22.14  30.89
C  -35.97  -22.61  29.66
H  -37.06  -24.47  28.97
H  -37.36  -24.60  31.87
H  -36.33  -22.40  32.82
H  -34.96  -21.37  30.94
H  -35.50  -21.99  28.97
C  -34.15  -27.95  28.80
C  -34.37  -26.75  28.00
C  -34.09  -25.53  28.91
N  -33.71  -26.03  30.10
C  -33.73  -27.44  30.17
H  -34.35  -29.00  28.69
H  -34.67  -26.65  26.88
H  -34.25  -24.49  28.98
H  -33.31  -25.48  30.76
H  -33.48  -27.83  31.10
C  -33.47  -27.17  34.76
C  -33.73  -27.53  33.27
C  -32.42  -28.15  32.76
N  -31.53  -28.21  33.85
C  -31.99  -27.63  35.07
H  -34.24  -26.66  35.46
H  -34.38  -27.46  32.44
H  -32.08  -28.53  31.74
H  -30.60  -28.53  33.65
H  -31.25  -27.79  35.83
C  -36.23  -29.16  26.31
C  -37.25  -30.02  26.99
C  -38.67  -29.60  26.50
N  -38.40  -28.64  25.64
C  -37.03  -28.25  25.47
H  -35.05  -29.24  26.26
H  -37.08  -30.76  27.76
H  -39.67  -29.88  26.56
H  -39.21  -28.10  25.15
H  -36.84  -27.42  24.93
C  -35.05  -30.56  30.18
C  -36.03  -29.57  30.82
C  -35.84  -29.44  32.27
N  -34.79  -30.39  32.55
C  -34.35  -31.04  31.43
H  -35.00  -31.16  29.31
H  -36.68  -29.05  30.24
H  -36.28  -28.92  33.08
H  -34.45  -30.58  33.41
H  -33.47  -31.77  31.39
C  -38.96  -27.12  31.44
C  -39.37  -27.11  29.99
C  -38.20  -27.13  29.19
N  -37.12  -27.00  30.04
C  -37.38  -27.04  31.36
H  -39.62  -27.18  32.33
H  -40.48  -27.10  29.77
H  -38.28  -27.27  28.13
H  -36.18  -26.98  29.89
H  -36.75  -27.15  32.10
C  -38.47  -31.44  34.60
C  -39.21  -30.91  33.40
C  -39.12  -29.39  33.51
N  -38.47  -29.16  34.70
C  -37.88  -30.20  35.39
H  -38.01  -32.48  34.68
H  -39.45  -31.48  32.41
H  -39.58  -28.60  33.05
H  -38.33  -28.03  34.94
H  -37.31  -30.02  36.33
C  -42.01  -26.68  33.90
C  -42.21  -25.96  32.61
C  -42.49  -27.07  31.68
N  -42.36  -28.32  32.29
C  -42.17  -28.15  33.59
H  -42.12  -26.20  34.96
H  -42.42  -24.95  32.56
H  -42.62  -27.14  30.46
H  -42.50  -29.18  31.79
H  -42.23  -28.94  34.28

Result of the stability comparison: (ii) is the most stable of them.